The following is a quantum chemistry calculation of a structure of composition HO2PdS, from the OMol25 dataset.

The relative energy (zero: lowest compared OMol25 entry of this formula, charge and spin) is 27.3 kcal/mol. Its LUMO energy (alpha / beta) is -7.5923 / -8.6833 eV. The spin multiplicity is 3. The expectation value of S² is 2.01. As for the total energy: -676.607965 hartree. As for the HOMO-LUMO gap (alpha / beta): 5.91 / 8.30 eV. Its charge is +1. As for the strongest force on any atom: 15.30 eV/Å.

Element x y z (Å)
S -0.44 0.80 -1.21
O -0.17 -0.42 -0.36
Pd 0.23 -0.57 1.21
O -0.66 1.97 -0.37
H 1.04 -1.77 0.73